1.
The following is a DFT calculation (ωB97M-V with the def2-TZVPD basis set) of 2 unconnected molecules or ions with the total composition C3H8NO2 at a distorted geometry.

```
14
Properties=species:S:1:pos:R:3:mulliken_charge:R:1
C 1.749 0.229 0.061 -1.15
C -2.778 0.291 1.576 -0.47
C 1.577 -0.289 -1.383 -0.14
N -1.611 0.130 1.068 -0.40
O -1.662 -0.356 -0.155 -0.58
O 0.323 -0.318 -1.832 -0.55
H 1.222 -0.451 0.804 0.31
H 2.741 -0.044 0.495 0.35
H 1.267 1.210 0.043 0.33
H -0.288 -0.244 -0.921 0.38
H -3.026 0.641 2.606 0.26
H -3.771 0.162 1.130 0.26
H 1.994 -1.318 -1.407 0.21
H 2.262 0.356 -2.084 0.18
```

Net charge: -1
Kohn-Sham gap: 7.61 eV
HOMO: -3.3 eV

---

2.
The following is a DFT calculation (ωB97M-V with the def2-TZVPD basis set) of 2 unconnected molecules or ions with the total composition C6H12O at a distorted geometry.

```
19
Properties=species:S:1:pos:R:3:mulliken_charge:R:1
C -0.681 1.055 -1.943 -0.68
C -1.394 1.229 -0.849 -0.37
C -1.277 0.428 0.371 1.11
C -2.024 1.015 1.642 -1.71
C -1.025 -0.973 0.292 -0.21
C -0.848 -1.704 1.462 -0.92
H -0.404 -0.127 -2.264 0.13
H -0.174 1.838 -2.557 0.27
H -2.269 1.987 -1.011 0.21
H -1.424 1.184 2.487 0.46
H -2.831 0.491 2.030 0.46
H -2.460 1.996 1.434 0.38
H -0.337 -1.243 -0.576 0.08
H 0.264 -1.662 1.719 0.24
H -1.294 -2.677 1.398 0.32
H -1.287 -1.091 2.368 0.23
O 6.457 -0.125 -2.087 -0.63
H 6.016 -0.727 -1.481 0.31
H 6.992 -0.890 -2.436 0.32
```

Net charge: 0
SMILES: C=C/C(C)=C/C.O
Kohn-Sham gap: 8.24 eV
HOMO: -7.9 eV

---

3.
The following is a DFT calculation (ωB97M-V with the def2-TZVPD basis set) of a gas-phase ion, C4H14N3 (charge +1) at a distorted geometry.

```
21
Properties=species:S:1:pos:R:3:mulliken_charge:R:1
C -0.750 0.345 -1.792 -0.87
N 0.385 0.484 -0.842 -0.09
N 0.631 1.880 -0.352 -0.57
C 0.189 -0.377 0.374 0.65
C 0.722 -1.767 0.130 -1.67
C -1.347 -0.380 0.853 -1.53
N 1.034 0.254 1.403 -0.11
H -0.671 0.984 -2.700 0.28
H -0.741 -0.642 -2.276 0.27
H -1.581 0.782 -1.263 0.43
H 1.316 2.159 -1.039 0.27
H -0.285 2.301 -0.392 0.27
H 0.078 -2.232 -0.760 0.27
H 0.925 -2.445 1.051 0.39
H 1.628 -1.675 -0.383 0.54
H -1.660 0.642 0.846 0.59
H -2.078 -1.035 0.365 0.30
H -1.297 -0.745 1.961 0.38
H 1.770 -0.281 1.762 0.30
H 0.282 0.520 2.084 0.37
H 1.449 1.229 0.971 0.51
```

Net charge: +1
SMILES: CN(N)C(C)(C)[NH3+]
Kohn-Sham gap: 10.60 eV
HOMO: -13.6 eV

---

4.
The following is a DFT calculation (ωB97M-V with the def2-TZVPD basis set) of 2 unconnected molecules or ions with the total composition C4H11NO at a distorted geometry.

```
17
Properties=species:S:1:pos:R:3:mulliken_charge:R:1
C 0.453 0.945 -1.500 -1.02
C -0.557 0.301 -0.823 -0.49
N -0.478 -0.262 0.447 -0.70
C -1.672 -0.563 1.181 -0.89
C -2.545 0.654 1.463 -1.12
H 0.479 0.841 -2.576 0.36
H 1.073 1.723 -1.072 0.52
H -1.441 -0.054 -1.335 0.25
H 0.392 -0.654 0.797 0.65
H -1.343 -0.980 2.125 0.68
H -2.275 -1.323 0.671 0.18
H -3.133 0.501 2.367 0.38
H -3.194 0.918 0.632 0.30
H -1.898 1.525 1.617 0.28
H 3.250 -0.473 -1.249 0.45
H 4.494 -0.324 -0.367 0.56
O 3.976 -0.989 -0.848 -1.40
```

Net charge: -1
Expectation value of S²: 0.759
Spin multiplicity: 2
Kohn-Sham gap (spin up / spin down): 2.90 / 7.20 eV
HOMO (spin up / spin down): 1.1 / -3.3 eV

---

5.
The following is a DFT calculation (ωB97M-V with the def2-TZVPD basis set) of a gas-phase ion, CH3O4Si (charge -1).

```
9
Properties=species:S:1:pos:R:3:mulliken_charge:R:1
O -2.558 1.132 -0.030 -0.67
C -1.939 0.051 -0.014 0.41
O -2.384 -1.091 0.255 -0.70
Si -0.014 0.025 -0.282 0.50
O 0.750 1.210 0.597 -0.51
O 0.417 -1.457 0.300 -0.50
H 0.644 0.126 -1.588 -0.18
H 0.145 1.821 1.010 0.32
H -0.388 -1.940 0.519 0.34
```

Net charge: -1
SMILES: O=C([O-])[SiH](O)O
Kohn-Sham gap: 7.85 eV
HOMO: -3.9 eV